1.
The following is a quantum chemistry calculation of a structure of composition C4H20B3CsO2S in a non-equilibrium geometry, from the OMol25 dataset.

Calculated values
HOMO-LUMO gap	6.18	eV
energy relative to the best compared isomer or geometry (same formula, charge and spin)	0.0	kJ/mol
strongest force on any atom	4.72	eV Å⁻¹
net charge	-2

Cartesian coordinates (Å):
Cs -0.732 -1.895 1.147
S -0.252 2.137 1.596
O -1.397 2.908 2.045
O -0.091 0.780 2.087
C 2.250 3.110 0.590
C 0.039 2.126 -0.244
C 1.654 2.095 -0.395
C 1.317 3.207 1.833
B -2.667 -0.313 -1.261
B 1.572 -2.028 -1.213
B -1.805 -4.920 0.225
H 0.522 -2.275 -1.171
H 2.113 1.125 -0.202
H 2.141 -2.755 -0.655
H 1.942 -1.990 -2.226
H -0.907 -4.365 0.005
H -1.733 -0.833 -1.112
H 1.863 2.980 2.749
H 3.223 2.652 0.770
H 1.751 -1.056 -0.779
H -2.178 -5.280 -0.722
H 2.470 4.086 0.158
H -2.557 0.738 -1.046
H -0.584 1.409 -0.777
H 1.937 2.342 -1.419
H 0.906 4.214 1.888
H -2.564 -4.351 0.740
H -3.046 -0.456 -2.261
H -0.194 3.125 -0.611
H -1.580 -5.737 0.892
H -3.409 -0.781 -0.633

2.
The following is a quantum chemistry calculation of a cluster of 5 separate species, C4H20N2O4 in total in a non-equilibrium geometry, from the OMol25 dataset.

Calculated values
HOMO-LUMO gap (spin up / spin down)	2.87 / 8.63	eV
energy relative to the best compared isomer or geometry (same formula, charge and spin)	185.6	kJ/mol
multiplicity	2
strongest force on any atom	5.40	eV Å⁻¹
net charge	-1
expectation value of S²	0.75

Cartesian coordinates (Å):
O -0.096 -2.255 1.974
O -2.470 -1.481 -1.092
O 1.601 -0.383 2.693
O 0.839 -2.524 -1.665
N 2.490 0.721 -0.471
N -0.843 1.268 -0.553
C 1.341 1.355 0.270
C -1.855 1.553 -1.517
C -1.401 1.455 0.839
C 0.375 1.940 -0.801
H 0.869 0.698 1.110
H -2.558 1.446 0.682
H -1.344 1.654 -2.524
H -0.122 -3.120 1.581
H 0.944 -2.261 -2.609
H -0.631 -1.695 1.497
H -1.960 -1.185 -0.367
H -1.918 -2.352 -1.073
H 1.286 -1.207 3.105
H -1.093 2.328 1.510
H 1.050 -3.448 -1.767
H 2.545 -0.244 2.949
H 0.886 1.767 -1.671
H 1.791 2.282 0.740
H -2.673 2.208 -1.321
H 2.444 -0.256 -0.144
H -2.378 0.520 -1.746
H 2.407 0.681 -1.456
H 0.274 3.048 -0.727
H -1.102 0.542 1.376

3.
The following is a quantum chemistry calculation of a cluster of 6 separate species, C4H20N2O5 in total in a non-equilibrium geometry, from the OMol25 dataset.

Calculated values
HOMO-LUMO gap	8.61	eV
energy relative to the best compared isomer or geometry (same formula, charge and spin)	195.6	kJ/mol
SMILES	N/C=C/CCN.O.O.O.O.O
strongest force on any atom	3.78	eV Å⁻¹

Cartesian coordinates (Å):
O -2.133 -0.977 2.658
O -1.162 4.044 0.289
O 0.626 -2.885 -0.139
O -1.530 -1.596 -3.256
O 2.178 -1.672 -2.318
N -2.119 0.845 -1.160
N 2.361 -0.645 1.284
C 0.727 1.227 1.123
C 1.239 0.016 1.976
C -0.230 1.072 0.017
C -1.523 1.017 0.078
H 2.008 -2.443 -1.675
H -0.348 3.855 0.809
H -2.213 1.117 0.925
H 0.257 -2.228 -0.738
H 2.299 -0.322 0.215
H -1.081 3.489 -0.521
H 1.712 1.698 0.670
H 3.121 -1.689 -2.322
H 1.002 -2.304 0.539
H 0.471 -0.702 2.102
H 0.344 2.042 1.802
H -0.853 -1.533 -3.938
H -1.271 -1.350 2.794
H -2.081 -0.378 1.875
H 1.502 0.406 2.956
H -2.376 -1.957 -3.564
H 0.322 0.851 -0.883
H 3.312 -0.390 1.569
H -3.053 0.628 -1.143
H -1.507 0.762 -2.023

4.
The following is a quantum chemistry calculation of a cluster of 6 separate species, C4H20N2O6 in total in a non-equilibrium geometry, from the OMol25 dataset.

Calculated values
HOMO-LUMO gap	9.67	eV
energy relative to the best compared isomer or geometry (same formula, charge and spin)	192.9	kJ/mol
SMILES	CCNCC(N)=O.O.O.O.O.O
strongest force on any atom	4.32	eV Å⁻¹

Cartesian coordinates (Å):
O 1.664 -1.263 1.409
O -0.672 -1.303 2.928
O -1.160 -3.178 -0.851
O 2.725 -0.745 -1.115
O 1.300 2.798 2.006
O 0.731 1.001 -3.232
N 1.572 2.595 -0.242
N -0.132 0.365 -0.139
C -2.509 -0.422 0.000
C -0.265 1.430 0.903
C 0.978 2.300 0.940
C -1.327 0.123 -0.910
H 2.386 3.181 -0.175
H 1.538 -0.339 1.645
H 2.671 -0.814 -2.083
H -1.671 -3.356 -0.050
H 0.327 0.565 -2.476
H -3.199 0.390 0.244
H -1.101 -1.782 3.631
H 2.301 -1.402 0.698
H 1.341 2.078 -1.075
H 2.244 0.083 -0.952
H 0.176 -1.728 2.735
H -1.175 -0.811 -1.458
H 0.117 1.654 -3.576
H -2.190 -0.890 0.929
H -0.302 -2.837 -0.599
H -3.111 -1.253 -0.351
H 0.197 -0.454 0.384
H -1.729 0.923 -1.514
H -1.045 2.102 0.535
H -0.681 0.989 1.812

5.
The following is a quantum chemistry calculation of a cluster of 7 separate species, C4H20NO6 in total in a non-equilibrium geometry, from the OMol25 dataset.

Calculated values
HOMO-LUMO gap (spin up / spin down)	9.53 / 6.45	eV
multiplicity	2
strongest force on any atom	1.59	eV Å⁻¹
net charge	+2
expectation value of S²	0.76

Cartesian coordinates (Å):
O -2.498 0.579 2.143
O -2.878 -0.718 -0.138
O 0.265 2.283 1.334
O -0.600 2.203 -1.204
O 2.291 1.430 2.933
O 0.548 -1.679 -3.573
N -0.276 -0.428 -0.797
C 0.510 -1.388 1.194
C 1.945 -1.513 -0.830
C -0.093 0.316 -1.873
C 0.735 -1.066 -0.144
H 1.039 1.732 1.516
H -1.263 -0.536 -0.500
H 1.697 -2.364 -1.476
H 2.755 -1.817 -0.171
H -0.845 0.670 -2.545
H 2.409 -0.775 -1.487
H 0.007 -2.360 -3.996
H -2.201 -0.128 2.736
H -3.398 -1.437 -0.516
H 1.248 -1.918 1.785
H -0.107 2.467 -0.398
H -1.345 2.822 -1.199
H 2.641 2.272 3.241
H 1.040 -1.317 -4.323
H -0.287 2.153 2.114
H -3.369 -0.374 0.628
H 0.886 0.562 -2.254
H -3.236 0.882 2.698
H 2.812 0.762 3.388
H -0.435 -1.313 1.711

6.
The following is a quantum chemistry calculation of a cluster of 6 separate species, C4H20NO7 in total in a non-equilibrium geometry, from the OMol25 dataset.

Calculated values
HOMO-LUMO gap	7.81	eV
energy relative to the best compared isomer or geometry (same formula, charge and spin)	91.3	kJ/mol
strongest force on any atom	1.38	eV Å⁻¹
net charge	-1

Cartesian coordinates (Å):
O 1.973 3.180 -0.365
O 0.389 0.758 2.377
O -1.486 3.452 0.296
O -2.248 -0.163 2.982
O 2.608 -0.073 -0.071
O -0.691 -3.079 0.645
O 0.017 1.031 -0.211
N -0.099 -0.524 -2.079
C 0.484 -2.863 -1.971
C -0.462 -1.796 0.064
C -0.525 0.745 -1.422
C -0.496 -1.798 -1.499
H 0.881 -0.471 -2.326
H 0.761 -2.657 -3.008
H -0.317 1.499 -2.202
H -1.241 -1.167 0.481
H -1.625 0.608 -1.356
H -0.633 3.220 -0.084
H 0.535 -1.410 0.276
H -1.824 -0.968 3.295
H 0.164 -3.902 -1.890
H 1.751 0.315 -0.377
H 0.070 -3.654 0.549
H 1.393 -2.799 -1.360
H -1.524 0.411 2.665
H 1.375 3.903 -0.147
H -1.526 -1.993 -1.821
H 0.805 1.047 1.547
H 2.649 0.086 0.876
H -1.767 2.644 0.735
H 1.410 2.385 -0.225
H 0.358 -0.199 2.440

7.
The following is a quantum chemistry calculation of a cluster of 6 separate species, C4H20O8 in total in a non-equilibrium geometry, from the OMol25 dataset.

Calculated values
HOMO-LUMO gap	11.04	eV
energy relative to the best compared isomer or geometry (same formula, charge and spin)	86.3	kJ/mol
SMILES	OCCO.OCCO.O.O.O.O
strongest force on any atom	1.27	eV Å⁻¹

Cartesian coordinates (Å):
O -21.749 18.687 -19.952
O -21.918 21.483 -19.799
O -20.779 24.554 -22.543
O -18.172 20.932 -18.686
O -24.647 22.275 -19.885
O -20.770 20.709 -17.124
O -19.454 22.816 -20.601
O -20.918 16.700 -17.972
C -20.163 17.075 -19.137
C -18.534 21.756 -20.916
C -21.172 17.405 -20.215
C -18.657 20.590 -19.980
H -19.271 23.091 -19.691
H -20.376 16.975 -17.223
H -20.548 23.776 -22.010
H -21.311 22.033 -20.330
H -21.919 20.601 -20.223
H -20.702 17.326 -21.196
H -17.498 22.108 -20.860
H -18.851 20.754 -18.018
H -21.178 20.913 -17.980
H -20.208 24.504 -23.317
H -19.463 16.290 -19.457
H -22.469 18.519 -19.334
H -18.721 21.547 -21.968
H -21.968 16.661 -20.188
H -19.475 17.892 -18.902
H -24.667 23.129 -20.328
H -17.995 19.791 -20.342
H -23.708 21.992 -19.921
H -19.647 20.140 -19.924
H -21.348 21.127 -16.476

8.
The following is a quantum chemistry calculation of a cluster of 5 separate species, C4H21N3O4 in total in a non-equilibrium geometry, from the OMol25 dataset.

Calculated values
HOMO-LUMO gap	8.49	eV
energy relative to the best compared isomer or geometry (same formula, charge and spin)	113.2	kJ/mol
SMILES	C[C@@H](N)CNCN.O.O.O.O
strongest force on any atom	3.61	eV Å⁻¹

Cartesian coordinates (Å):
O 1.625 -3.504 1.101
O 1.382 -0.638 3.374
O -2.558 3.202 -0.512
O -1.901 0.244 1.675
N 2.138 1.645 -1.886
N -2.235 -1.875 -0.532
N -0.640 -0.435 -1.772
C 1.628 1.707 0.349
C 0.978 1.313 -0.972
C -1.227 -1.778 -1.579
C 0.498 -0.160 -0.941
H -2.150 1.138 1.417
H 0.265 -0.471 0.120
H 0.701 -3.536 1.367
H 2.899 1.072 -1.539
H 2.269 2.615 0.337
H 1.340 -0.802 -1.219
H 2.220 -1.123 3.287
H -2.045 2.994 -1.301
H -2.084 -1.316 0.335
H 2.037 1.051 1.115
H 0.918 -1.431 3.697
H 0.114 1.868 -1.382
H -3.162 -1.705 -0.890
H 1.960 1.215 -2.800
H -2.023 3.467 0.236
H -0.373 -2.354 -1.168
H 0.796 2.152 0.883
H -1.358 0.272 -1.666
H 1.956 -2.606 1.013
H -1.457 -2.236 -2.531
H -2.509 0.014 2.385